Record 1
29
Properties=species:S:1:pos:R:3:mulliken_charge:R:1 method="wB97M-V/def2-TZVPD" lumo_energy_ev="3.85 / -0.88" multiplicity=2 gap_ev="10.930 / 6.417" relative_energy_kcal_mol=0.90 energy_ev=-107573.9050 homo_ha="-0.260 / -0.268" total_charge=-2 s2=0.75
In 12.295 11.673 14.615 1.789
P 13.425 8.872 16.856 1.153
P 8.869 10.734 13.951 1.164
P 12.021 14.727 12.394 1.115
P 15.549 13.425 15.477 1.152
F 14.217 9.084 18.260 -0.371
F 16.006 14.380 16.750 -0.377
F 11.014 15.997 12.534 -0.372
F 14.479 12.610 16.461 -0.334
F 11.902 14.552 14.018 -0.387
F 12.205 8.181 17.713 -0.379
F 8.249 9.321 13.289 -0.403
F 10.889 13.566 12.495 -0.233
F 9.503 11.996 14.717 -0.332
F 9.824 11.074 12.677 -0.324
F 14.551 9.606 15.982 -0.300
F 14.238 14.280 15.041 -0.236
F 12.492 8.904 15.515 -0.350
F 7.596 11.631 13.396 -0.372
F 13.039 13.381 12.343 -0.398
F 7.987 10.326 15.247 -0.362
F 13.371 15.474 12.609 -0.335
F 12.068 14.865 10.843 -0.343
F 15.219 12.274 14.362 -0.352
F 16.542 14.178 14.466 -0.366
F 10.128 9.798 14.343 -0.322
F 12.765 10.360 17.074 -0.367
F 14.016 7.398 16.535 -0.363
F 16.749 12.383 15.880 -0.395



Record 2
9
Properties=species:S:1:pos:R:3:mulliken_charge:R:1 method="wB97M-V/def2-TZVPD" lumo_energy_ev=-4.23 gap_ev=12.628 relative_energy_kcal_mol=11.07 smiles="NP(=[NH2+])(F)F" energy_ev=-17764.0552 homo_ha=-0.619 total_charge=+1
P 0.466 0.009 0.038 1.050
F 1.450 0.225 1.215 -0.152
F 1.575 -0.592 -0.920 -0.202
N -0.359 1.376 -0.344 -0.457
N -0.647 -1.289 0.295 -0.429
H -0.641 1.192 -1.291 0.317
H -0.417 -2.054 0.928 0.279
H 0.165 2.164 -0.029 0.312
H -1.592 -1.032 0.108 0.282



Record 3
9
Properties=species:S:1:pos:R:3:mulliken_charge:R:1 method="wB97M-V/def2-TZVPD" lumo_energy_ev=0.33 gap_ev=10.422 relative_energy_kcal_mol=0.00 smiles=F[SiH2]S[SiH2]F energy_ev=-32094.5926 homo_ha=-0.371
S 0.000 1.326 0.000 -0.239
Si 1.664 -0.016 0.000 0.544
Si -1.664 -0.016 0.000 0.544
F -2.962 0.915 0.000 -0.249
F 2.962 0.915 0.000 -0.249
H 1.714 -0.781 -1.229 -0.088
H -1.714 -0.781 1.229 -0.088
H 1.714 -0.781 1.229 -0.088
H -1.714 -0.781 -1.229 -0.088



Record 4
5
Properties=species:S:1:pos:R:3:mulliken_charge:R:1 method="wB97M-V/def2-TZVPD" lumo_energy_ev="-1.65 / -1.62" gap_ev="8.242 / 8.206" relative_energy_kcal_mol=67.35 energy_ev=-21430.7777 homo_ha="-0.364 / -0.361"
I 0.912 -0.827 -1.963 0.045
Si 0.064 0.230 0.036 0.346
F 0.519 -0.552 1.340 -0.182
F 0.742 1.642 0.223 -0.184
H -2.237 -0.492 0.365 -0.025